Below is C3H9NOPPt as an isolated structure, with properties calculated with wB97M-V/def2-TZVPD.

Positions of all 16 atoms, in Å:
1 C -2.2965 0.4240 -1.6855
2 C -0.6858 0.5512 -1.2552
3 N -0.5961 -0.0935 0.1301
4 P 0.9490 -0.9539 0.3549
5 C 1.1259 -1.1041 2.2874
6 O 2.3228 -0.0497 -0.2157
7 H -2.5244 0.8822 -2.7407
8 H -2.8858 0.9528 -0.7999
9 H -2.5540 -0.7354 -1.6205
10 H 0.0370 0.0802 -2.0461
11 H -0.4297 1.7034 -1.0745
12 H 1.9752 -1.8563 2.6047
13 H 0.0474 -1.4609 2.6519
14 H 1.2868 -0.0208 2.7615
15 H 3.0291 -0.0500 0.5179
16 Pt 1.1991 1.7308 0.1296

The total energy comes out at -709.85628 a.u. For the orbital gap, the calculation gives 0.2149 hartree. The value obtained for the LUMO energy is -7.106 eV. The calculation puts the HOMO energy at -12.95 eV. Its total charge is +1.

Atomic partial charges in e from the natural (NBO) method, atoms 1 to 6:
1. C -0.618
2. C -0.305
3. N -0.510
4. P 1.279
5. C -0.974
6. O -0.999



Below is one molecule with the formula C20H35N3O5S, with properties calculated with wB97M-V/def2-TZVPD.

Positions of all 64 atoms, in Å:
1 C 3.8932 0.3479 5.5028
2 C 4.1743 -0.6082 4.3445
3 C 5.6549 -0.9955 4.3858
4 C 3.2799 -1.8489 4.4895
5 C 3.3303 -2.7805 3.2814
6 C 2.9991 -2.0346 1.9930
7 C 3.9236 -0.8217 1.8109
8 C 3.6173 -0.1837 0.4670
9 O 4.1294 -0.5995 -0.5597
10 N 2.7161 0.8358 0.4612
11 C 2.1430 1.2999 -0.7842
12 C 0.9793 0.4354 -1.2271
13 C 0.3977 0.8669 -2.5637
14 C -0.8379 0.0324 -2.8919
15 C -1.8291 0.0838 -1.7413
16 C -1.1158 -0.3152 -0.4575
17 O -0.0040 0.5214 -0.1978
18 C -2.6273 1.3983 -1.5658
19 C -3.8856 0.5553 -1.2776
20 N -5.1066 1.0228 -1.9062
21 C -6.0096 0.1767 -2.4447
22 O -6.0144 -1.0255 -2.2674
23 C -7.1041 0.8296 -3.2860
24 S -6.5178 1.8582 -4.6106
25 N -5.4494 0.8874 -5.3964
26 O -7.6311 2.1211 -5.4695
27 O -5.7534 2.9324 -4.0322
28 C -3.1714 -0.6591 -1.9098
29 C 3.8285 0.1007 3.0250
30 H 2.8461 0.6597 5.5075
31 H 4.1069 -0.1310 6.4609
32 H 4.5134 1.2443 5.4283
33 H 5.9277 -1.7059 3.6061
34 H 6.2846 -0.1111 4.2645
35 H 5.8982 -1.4513 5.3482
36 H 3.5583 -2.3887 5.3995
37 H 2.2461 -1.5110 4.6296
38 H 4.3238 -3.2289 3.1918
39 H 2.6315 -3.6075 3.4244
40 H 3.0905 -2.6935 1.1276
41 H 1.9592 -1.6854 2.0265
42 H 4.9473 -1.1880 1.7084
43 H 2.1833 1.0023 1.2973
44 H 1.7992 2.3279 -0.6547
45 H 2.9222 1.2801 -1.5439
46 H 1.3239 -0.6076 -1.2977
47 H 0.1270 1.9264 -2.5024
48 H 1.1576 0.7641 -3.3414
49 H -1.3142 0.3827 -3.8117
50 H -0.5425 -1.0096 -3.0609
51 H -1.7760 -0.2299 0.4075
52 H -0.7873 -1.3625 -0.5348
53 H -2.2909 2.0940 -0.7976
54 H -2.7278 1.9289 -2.5162
55 H -4.0427 0.4085 -0.2080
56 H -5.1352 1.9852 -2.2116
57 H -7.7108 0.0427 -3.7260
58 H -7.7363 1.4859 -2.6851
59 H -5.8035 0.5652 -6.2873
60 H -4.5350 1.3141 -5.4600
61 H -3.4374 -0.7640 -2.9624
62 H -3.2946 -1.6239 -1.4204
63 H 2.8036 0.4801 3.1275
64 H 4.4748 0.9741 2.8947

The total energy comes out at -1721.79805 a.u. The value obtained for the relative energy (zero: lowest compared OMol25 entry of this formula, charge and spin) is 1.7 kcal/mol. For the orbital gap, the calculation gives 0.3589 hartree. The value obtained for the LUMO energy is 0.399 eV. The calculation puts the HOMO energy at -9.37 eV. The SMILES is CC1(C)CCC[C@@H](C(=O)NC[C@@H]2CC[C@]3(CO2)C[C@H](NC(=O)CS(N)(=O)=O)C3)C1.

Atomic partial charges in e from the natural (NBO) method, atoms 1 to 6:
1. C -0.597
2. C -0.045
3. C -0.614
4. C -0.398
5. C -0.398
6. C -0.387



Below is a 11-piece molecular cluster, C24H60B2F20N5O17S4 overall, with properties calculated with wB97M-V/def2-TZVPD.

Positions of all 132 atoms, in Å:
1 C -24.9229 -10.1168 6.6801
2 C -23.5132 -10.6694 6.7900
3 C -23.1243 -11.6435 5.6614
4 O -21.8070 -12.1930 5.8885
5 C -21.3375 -13.0091 4.8755
6 N -22.4442 -9.5124 6.7961
7 H -21.5929 -9.9917 6.4237
8 H -22.5721 -8.7901 6.0915
9 H -22.1966 -9.1414 7.7186
10 H -25.5219 -10.9164 6.2603
11 H -24.9962 -9.2278 6.0406
12 H -25.2665 -9.8707 7.6817
13 H -23.4812 -11.2258 7.7347
14 H -23.0376 -11.1960 4.6855
15 H -23.8733 -12.4111 5.5399
16 H -21.2639 -12.4568 3.8984
17 H -21.9422 -13.9030 4.7186
18 H -20.3791 -13.3749 5.1286
19 C -13.8292 -16.9557 11.1084
20 C -14.3254 -16.3605 9.7695
21 C -14.8460 -17.3546 8.6974
22 O -16.0637 -17.8092 9.1996
23 C -16.8159 -18.3752 8.1390
24 N -15.5130 -15.4002 9.9381
25 H -16.3872 -15.8015 9.4711
26 H -15.7634 -15.2729 10.9493
27 H -15.2375 -14.4371 9.6399
28 H -14.6667 -17.6151 11.3109
29 H -13.7550 -16.1545 11.8336
30 H -12.8505 -17.4674 10.9510
31 H -13.5579 -15.7941 9.3243
32 H -14.1838 -18.1830 8.4075
33 H -15.1157 -16.8187 7.7945
34 H -16.4017 -19.3443 7.8981
35 H -16.8921 -17.7223 7.3269
36 H -17.9371 -18.4874 8.4231
37 C -16.4989 -9.4939 4.6660
38 C -15.5183 -10.6251 5.0088
39 C -14.6906 -11.0119 3.8588
40 O -13.8889 -9.9360 3.4929
41 C -12.9668 -10.1819 2.5235
42 N -14.5033 -10.0644 5.9516
43 H -14.8353 -9.6960 6.8970
44 H -13.8515 -10.7877 6.2024
45 H -13.8545 -9.3840 5.4847
46 H -17.2959 -9.7279 3.9653
47 H -15.8863 -8.6461 4.1694
48 H -16.9600 -9.1193 5.5995
49 H -16.0433 -11.4802 5.4111
50 H -15.3350 -11.3445 3.0597
51 H -14.0122 -11.8872 4.0215
52 H -13.3875 -10.3880 1.5025
53 H -12.2837 -10.9359 2.9029
54 H -12.3317 -9.3107 2.3170
55 C -20.0161 -12.6065 9.5096
56 C -19.3144 -11.7065 8.4790
57 C -19.7280 -10.2119 8.4267
58 O -19.5389 -9.7859 7.0569
59 C -19.5668 -8.3274 6.9360
60 N -17.7547 -11.7497 8.5562
61 H -17.5224 -12.7208 8.3103
62 H -17.3539 -11.1187 7.8428
63 H -17.2863 -11.5340 9.4856
64 H -19.6037 -12.4284 10.6016
65 H -19.6964 -13.6239 9.3049
66 H -21.0913 -12.5418 9.4765
67 H -19.3823 -12.1541 7.4374
68 H -18.9823 -9.5831 8.9733
69 H -20.7053 -9.9840 8.7771
70 H -20.1091 -7.8666 7.7710
71 H -19.9531 -8.1831 5.9545
72 H -18.5642 -7.9714 7.0338
73 C -19.9637 -7.4869 11.1805
74 C -19.1479 -8.4432 12.0872
75 C -19.1186 -8.1607 13.6355
76 O -18.4883 -9.2638 14.1900
77 C -18.0037 -9.0778 15.4426
78 N -19.6374 -9.8171 11.7290
79 H -19.1358 -10.5966 12.2485
80 H -20.6687 -9.9414 11.8758
81 H -19.4876 -9.9990 10.7585
82 H -19.7102 -6.4347 11.2680
83 H -20.9871 -7.5211 11.4762
84 H -19.8308 -7.7616 10.1262
85 H -18.1427 -8.3871 11.7442
86 H -20.1238 -8.0243 14.0470
87 H -18.5548 -7.2500 13.7386
88 H -17.5273 -9.9732 15.7867
89 H -18.8661 -8.9146 16.0970
90 H -17.2650 -8.2472 15.4471
91 B -23.1318 -9.6806 10.7716
92 F -22.2256 -9.6959 11.9325
93 F -23.4984 -10.9431 10.3275
94 F -24.2385 -8.8509 10.9759
95 F -22.3883 -9.0063 9.6746
96 B -17.9617 -15.0756 7.1276
97 F -19.2599 -15.3137 6.6421
98 F -17.0975 -15.9706 6.5755
99 F -17.5130 -13.7404 6.7461
100 F -18.0214 -15.1032 8.5109
101 C -15.3271 -11.7842 12.8631
102 F -15.3121 -10.6567 12.2334
103 F -14.1164 -12.3232 12.8434
104 F -15.6083 -11.6479 14.1663
105 S -16.5161 -12.8158 11.9484
106 O -16.0564 -12.7567 10.5373
107 O -16.4860 -14.1522 12.5132
108 O -17.7345 -12.0972 12.1716
109 C -22.1955 -7.5166 2.0148
110 F -23.0127 -6.4202 1.9512
111 F -22.3791 -8.2624 0.8850
112 F -20.9060 -7.0747 2.0551
113 S -22.6666 -8.4618 3.5639
114 O -22.0788 -9.7859 3.3388
115 O -22.0071 -7.7478 4.6789
116 O -24.1310 -8.3931 3.5847
117 C -16.3393 -6.7704 9.3131
118 F -15.7371 -6.0420 8.3673
119 F -16.0323 -6.2570 10.4776
120 F -17.6685 -6.4725 9.1593
121 S -16.0423 -8.6273 9.1955
122 O -14.6720 -8.8543 9.5560
123 O -17.0764 -9.0685 10.1187
124 O -16.3928 -8.9882 7.8441
125 C -12.2395 -11.2533 8.2318
126 F -13.4123 -10.8026 8.6856
127 F -11.6978 -10.3759 7.3438
128 F -11.4421 -11.4052 9.2805
129 S -12.4516 -12.8739 7.3653
130 O -11.1972 -13.4873 7.4680
131 O -13.5372 -13.5701 8.0697
132 O -12.9539 -12.3693 6.0606

The total energy comes out at -6143.71251 a.u. The value obtained for the relative energy (zero: lowest compared OMol25 entry of this formula, charge and spin) is 19.7 kcal/mol. For the orbital gap, the calculation gives 0.3664 hartree. The value obtained for the LUMO energy is 2.040 eV. The calculation puts the HOMO energy at -7.93 eV. Its total charge is -1.

Atomic partial charges in e from the Mulliken method, atoms 1 to 6:
1. C -1.513
2. C 0.947
3. C -1.203
4. O -0.018
5. C -0.573
6. N 0.332



Below is a 5-piece molecular cluster, C25H34Cl12F2IN4O3 overall, with properties calculated with wB97M-V/def2-TZVPD.

Positions of all 81 atoms, in Å:
1 C -2.2179 -4.7933 -1.2880
2 C -1.0423 -4.6199 -0.1593
3 C -1.4999 -3.8647 1.2195
4 I -3.0691 -5.1004 2.2167
5 C -1.9475 -2.3023 1.0577
6 N -3.1665 -2.0403 0.1478
7 C -4.2772 -1.2342 0.7953
8 C -5.1324 -0.3266 -0.2802
9 O -6.0759 -0.7938 -1.1165
10 C -2.5750 -1.3788 -1.0825
11 N -2.9861 -1.5740 -2.3781
12 F -4.0193 -2.4282 -2.6431
13 C -2.2896 -0.8764 -3.5262
14 C -0.8355 -1.6075 -3.8960
15 F -3.1546 -1.1147 -4.7408
16 N -1.4588 -0.5459 -0.4796
17 C -1.6169 0.9523 -0.5220
18 C -0.2078 1.7633 -0.9149
19 C 0.3968 1.6538 -2.4691
20 C 1.7663 2.4746 -2.9407
21 C 2.6170 3.4469 -1.9014
22 C 2.0114 3.5383 -0.3560
23 C 0.6341 2.7192 0.1162
24 C -0.7766 -1.1432 0.7707
25 C 0.6547 -1.6112 0.1255
26 N 1.4618 -2.5807 0.9524
27 C -0.7597 -0.2521 2.1482
28 C 0.1418 -0.8628 3.3721
29 C -0.5245 -2.1657 4.1367
30 O -1.7849 -2.1944 4.6410
31 O 0.2678 -3.4119 4.3734
32 H -3.3089 -4.5346 -0.8855
33 H -2.2772 -5.8513 -1.7843
34 H -1.9452 -4.0351 -2.1689
35 H -0.7244 -5.7260 0.1584
36 H -0.1080 -4.1643 -0.6965
37 H -0.5812 -3.9137 1.9582
38 H -2.4487 -2.0872 2.1199
39 H -3.8282 -0.4755 1.5965
40 H -5.0633 -1.9495 1.3368
41 H -4.8827 0.8389 -0.3033
42 H -2.2082 0.2872 -3.4247
43 H -0.4066 -0.9706 -4.8101
44 H -0.0576 -1.4154 -3.0111
45 H -0.9574 -2.7420 -4.1573
46 H -2.1584 1.4227 0.4181
47 H -2.3460 1.1829 -1.4394
48 H -0.1334 1.0279 -3.3051
49 H 2.1306 2.3876 -4.0671
50 H 3.5785 4.0502 -2.2638
51 H 2.5352 4.2294 0.4589
52 H 0.2578 2.8509 1.2225
53 H 1.3620 -0.6696 -0.0704
54 H 0.4569 -2.0740 -0.9491
55 H 2.2668 -2.1374 1.4466
56 H 1.8381 -3.3779 0.3560
57 H -0.3241 0.8403 1.9408
58 H -1.8445 -0.0508 2.6047
59 H 0.1850 -0.0051 4.2025
60 H 1.2867 -1.0451 3.0869
61 H 0.9611 -3.3781 3.6422
62 C 6.7909 3.2277 -3.4625
63 Cl 5.7136 4.6310 -3.3649
64 Cl 5.8520 1.7292 -3.5743
65 Cl 7.8868 3.3798 -4.8464
66 H 7.3915 3.1905 -2.5501
67 C 3.6329 1.5643 3.1251
68 Cl 2.7491 2.0371 4.5862
69 Cl 3.5250 -0.1860 2.8718
70 Cl 3.0125 2.4366 1.7132
71 H 4.6850 1.8288 3.2583
72 C 5.2363 4.7043 6.8062
73 Cl 5.5133 3.6055 5.4440
74 Cl 3.5067 5.0414 6.9917
75 Cl 5.9010 4.0226 8.3004
76 H 5.7505 5.6463 6.5989
77 C -3.4308 3.2767 -4.1288
78 Cl -3.0407 4.1819 -5.6013
79 Cl -1.9707 2.9994 -3.1640
80 Cl -4.6524 4.1361 -3.1756
81 H -3.8410 2.3062 -4.4196

The total energy comes out at -7436.44437 a.u. For the orbital gap, the calculation gives 0.2540 hartree. The value obtained for the LUMO energy is -4.313 eV. The calculation puts the HOMO energy at -11.22 eV. Its total charge is +1.

Atomic partial charges in e from the Mulliken method, atoms 1 to 6:
1. C -0.446
2. C -0.206
3. C -1.022
4. I 0.078
5. C -1.550
6. N 0.537



Below is C4H7N3 as an isolated structure, with properties calculated with wB97M-V/def2-TZVPD.

Positions of all 14 atoms, in Å:
1 C -0.3694 1.7089 -0.2056
2 C 0.5420 -0.4121 0.8094
3 C -0.0214 0.2465 -0.2785
4 N 1.1521 -1.6517 0.7377
5 N 0.0715 -0.2520 -1.5786
6 C -0.8376 -0.3270 1.4639
7 N -1.7165 -0.3981 2.2114
8 H 1.0982 -2.1840 -0.1246
9 H 1.0691 -2.2126 1.5747
10 H 0.5013 -1.1617 -1.7167
11 H -0.1101 0.3981 -2.3275
12 H -1.2128 1.9336 -0.8578
13 H 0.4889 2.3132 -0.5151
14 H -0.6554 1.9989 0.8073

The total energy comes out at -320.79948 a.u. The value obtained for the relative energy (zero: lowest compared OMol25 entry of this formula, charge and spin) is 52.6 kcal/mol. For the orbital gap, the calculation gives 0.3107 hartree. The value obtained for the LUMO energy is 0.574 eV. The calculation puts the HOMO energy at -7.88 eV.

Atomic partial charges in e from the natural (NBO) method, atoms 1 to 6:
1. C -0.646
2. C -0.064
3. C 0.258
4. N -0.813
5. N -0.805
6. C 0.211



Max |F| per entry: 4.768, 0.209, 4.485, 9.102, 3.734 eV Å⁻¹